# 1
Computed, not measured: a molecular structure, C35H67FNO23 at a distorted geometry, with the ωB97M-V functional and the def2-TZVPD basis.

Computed properties:
LUMO level = 1.5 eV
E_HOMO = -4.90 eV
total charge = -1
calculated total energy = -88678.9394 eV
Kohn-Sham gap = 0.2356 Ha

Geometry as XYZ:
```
127
Properties=species:S:1:pos:R:3:forces:R:3:mulliken_charge:R:1
C -3.777 -2.276 -1.955 0.06 0.00 -0.06 -0.67
O -3.569 -1.377 -0.889 -0.03 0.03 -0.07 -0.36
C -2.264 -0.818 -0.903 -0.10 -0.07 0.15 -0.51
C -2.045 -0.038 0.393 0.19 -0.02 -0.07 -0.67
C -1.025 -0.700 1.322 0.11 -0.08 -0.10 -0.49
C -0.615 0.163 2.511 -0.24 0.41 -0.06 0.64
C -1.760 0.440 3.498 0.31 -0.21 0.27 -0.92
C -1.722 -0.611 4.617 -0.06 0.22 0.03 -0.50
C -0.722 -0.238 5.714 0.13 -0.21 -0.07 0.04
C -0.279 -1.441 6.559 0.02 0.03 0.06 -1.25
C 1.000 -2.112 6.019 0.09 -0.04 0.27 0.10
N 0.829 -3.544 5.753 -0.12 0.18 -0.15 -0.57
C 1.642 -4.090 4.641 -0.06 -0.20 0.15 1.23
C 1.253 -3.464 3.270 0.06 0.03 0.02 -0.82
C 2.168 -2.411 2.610 -0.17 0.19 0.00 -0.04
C 3.054 -2.882 1.458 -2.00 -1.49 0.13 -1.06
F 4.408 -2.657 1.676 -2.71 -13.75 5.92 -0.08
C 1.318 -5.605 4.564 0.32 0.26 -0.26 -1.02
C 1.527 -6.292 5.887 -0.62 0.62 -0.13 0.18
O 2.450 -6.982 6.170 0.40 -0.71 0.06 -0.54
O 0.509 -6.037 6.777 0.25 -0.26 0.62 -0.59
C 3.191 -3.952 4.892 -0.49 -0.12 -0.07 0.27
O 3.533 -3.450 5.968 0.26 0.15 0.23 -0.80
O 3.859 -4.389 3.937 0.22 0.01 -0.24 -0.75
H -3.338 -1.900 -2.888 -0.08 0.02 0.02 0.24
H -3.333 -3.256 -1.743 0.01 0.03 0.00 0.32
H -4.851 -2.393 -2.097 0.03 -0.02 0.03 0.24
H -2.160 -0.171 -1.786 0.00 -0.05 0.02 0.29
H -1.524 -1.625 -0.993 0.01 0.03 -0.02 0.37
H -3.020 0.059 0.876 0.04 0.07 -0.02 0.33
H -1.687 0.971 0.159 -0.08 -0.01 0.03 0.32
H -1.405 -1.672 1.663 0.00 0.04 -0.02 0.15
H -0.133 -0.909 0.719 0.00 -0.07 0.10 0.49
H -0.205 1.106 2.127 -0.04 -0.05 0.00 0.13
H 0.193 -0.315 3.071 0.05 0.03 -0.13 -0.37
H -1.623 1.425 3.954 -0.13 0.00 -0.09 0.28
H -2.731 0.429 2.997 0.06 0.07 -0.03 0.32
H -2.711 -0.726 5.072 0.06 -0.17 -0.05 0.43
H -1.427 -1.573 4.179 -0.16 -0.04 0.07 0.05
H -1.152 0.548 6.342 0.01 0.01 -0.08 0.49
H 0.181 0.172 5.245 -0.13 0.19 0.08 -0.19
H -1.098 -2.170 6.613 0.05 0.03 -0.01 0.50
H -0.111 -1.114 7.589 0.03 -0.06 -0.04 0.28
H 1.802 -2.016 6.748 0.08 0.02 -0.13 0.49
H 1.350 -1.582 5.123 -0.13 -0.01 -0.04 -0.45
H -0.150 -3.702 5.521 0.03 0.01 -0.13 0.54
H 1.082 -4.269 2.547 0.02 0.03 0.02 0.64
H 0.276 -2.988 3.426 0.01 -0.08 -0.11 -0.45
H 2.794 -1.886 3.335 -0.03 -0.07 0.00 0.49
H 1.490 -1.665 2.179 0.24 0.09 0.09 0.04
H 2.907 -3.947 1.260 0.27 0.14 0.11 0.37
H 2.814 -2.326 0.544 0.19 0.04 0.01 0.37
H 1.995 -6.039 3.829 -0.07 0.03 0.01 0.50
H 0.275 -5.717 4.246 0.00 -0.13 0.07 0.50
H 0.620 -5.088 7.002 -0.22 0.16 -0.42 0.43
C 2.554 2.928 5.632 0.06 -0.06 -0.03 -0.53
O 2.582 4.117 4.820 -0.07 0.13 0.11 -0.36
C 1.424 4.405 4.236 0.30 -0.25 -0.09 0.90
O 0.412 3.763 4.333 -0.26 0.08 0.00 -0.55
O 1.584 5.504 3.491 -0.07 0.01 0.08 -0.35
C 0.399 5.914 2.803 0.03 0.04 -0.05 -0.66
H 3.556 2.831 6.036 0.00 0.01 -0.01 0.24
H 1.827 3.034 6.434 -0.03 0.01 -0.01 0.33
H 2.310 2.058 5.025 0.01 0.00 -0.03 0.15
H -0.396 6.142 3.510 -0.01 -0.02 0.01 0.31
H 0.062 5.134 2.122 -0.01 -0.02 0.02 0.27
H 0.678 6.805 2.248 0.01 0.00 0.00 0.23
C 3.098 2.890 1.844 -0.05 -0.09 -0.01 -0.11
O 3.906 2.117 0.951 -0.23 0.36 0.08 -0.41
C 4.183 0.911 1.469 0.92 -0.87 -1.07 0.82
O 3.830 0.531 2.554 -0.27 0.03 0.50 -0.56
O 4.901 0.214 0.595 0.37 2.32 0.01 -0.39
C 5.257 -1.104 1.057 2.28 5.77 -2.70 0.77
H 2.900 3.853 1.382 0.12 -0.04 -0.18 0.21
H 2.164 2.358 2.026 -0.08 0.11 0.11 -0.09
H 3.618 3.030 2.788 -0.03 0.06 0.02 0.30
H 4.366 -1.696 1.259 1.00 7.15 -2.76 -0.95
H 5.858 -1.040 1.961 -0.01 0.06 0.09 0.22
H 5.836 -1.543 0.251 0.13 0.04 -0.10 0.23
C -6.216 -2.210 -7.632 0.16 0.00 -0.13 -0.59
O -6.843 -1.062 -7.048 -0.09 -0.03 0.00 -0.34
C -6.982 -1.124 -5.726 0.20 0.12 0.01 0.81
O -6.683 -2.049 -5.020 -0.06 -0.04 -0.02 -0.55
O -7.487 0.041 -5.310 -0.07 -0.03 0.09 -0.33
C -7.658 0.133 -3.889 -0.03 0.05 0.02 -0.70
H -6.155 -1.994 -8.694 -0.01 0.01 0.00 0.22
H -5.215 -2.334 -7.224 -0.01 -0.04 0.01 0.27
H -6.803 -3.111 -7.466 -0.04 0.04 0.09 0.31
H -6.704 0.014 -3.380 0.00 -0.04 0.00 0.30
H -8.360 -0.622 -3.539 0.03 -0.03 0.00 0.33
H -8.056 1.127 -3.706 0.00 0.00 -0.01 0.23
C -0.501 -0.974 -9.285 0.06 0.00 -0.03 -0.62
O -0.868 0.299 -8.744 -0.03 0.01 0.02 -0.34
C -1.927 0.268 -7.937 -0.06 0.07 0.07 0.80
O -2.569 -0.712 -7.655 -0.02 -0.07 -0.04 -0.54
O -2.159 1.501 -7.494 0.00 -0.03 -0.02 -0.33
C -3.277 1.607 -6.601 -0.01 0.07 0.02 -0.44
H 0.365 -0.785 -9.910 0.00 0.01 0.00 0.21
H -0.246 -1.669 -8.487 -0.03 0.00 0.01 0.30
H -1.314 -1.386 -9.879 -0.02 -0.01 0.02 0.29
H -3.115 0.999 -5.713 0.00 -0.02 -0.01 0.28
H -4.194 1.291 -7.097 0.00 -0.03 0.00 0.23
H -3.336 2.657 -6.332 0.01 0.00 0.00 0.15
C 9.626 -1.001 -3.025 -0.02 -0.05 0.03 -0.65
O 9.119 -0.780 -1.707 0.03 0.01 -0.04 -0.29
C 8.963 0.506 -1.388 -0.10 -0.02 0.14 0.79
O 9.216 1.441 -2.104 0.03 0.02 -0.04 -0.56
O 8.485 0.572 -0.150 0.08 0.00 -0.08 -0.27
C 8.249 1.902 0.327 -0.11 -0.02 0.08 -0.69
H 9.696 -2.079 -3.132 0.00 0.00 0.01 0.21
H 8.948 -0.591 -3.771 0.01 0.03 0.00 0.29
H 10.609 -0.546 -3.139 0.00 0.03 -0.01 0.29
H 7.512 2.405 -0.296 0.01 -0.01 -0.02 0.30
H 9.176 2.471 0.342 0.01 0.01 -0.04 0.37
H 7.861 1.784 1.334 -0.01 -0.04 -0.01 0.19
C -6.972 3.417 -5.858 -0.08 -0.08 -0.06 -0.35
O -5.985 3.756 -4.877 0.02 -0.03 0.01 -0.19
C -5.516 4.999 -4.969 0.02 0.04 0.00 0.76
O -5.851 5.823 -5.781 0.00 -0.03 0.02 -0.55
O -4.606 5.173 -4.011 -0.03 -0.02 -0.03 -0.30
C -4.010 6.474 -3.991 0.05 0.02 0.05 -0.67
H -7.248 2.388 -5.658 0.04 -0.01 -0.01 -0.10
H -7.843 4.065 -5.770 0.04 0.06 0.00 0.33
H -6.558 3.499 -6.861 0.01 0.06 0.00 0.32
H -4.766 7.239 -3.824 -0.01 0.00 -0.03 0.30
H -3.494 6.672 -4.929 -0.02 0.00 -0.01 0.30
H -3.303 6.457 -3.168 0.00 -0.01 0.00 0.22
```
Positions in Å, forces in eV/Å.


# 2
Computed, not measured: a molecular structure, C35H68AsLaN3OSbSi2 at a distorted geometry, with the ωB97M-V functional and the def2-TZVPD basis.

Computed properties:
LUMO level = -5.4 eV
E_HOMO = -11.72 eV
total charge = +2
calculated total energy = -127894.9020 eV
Kohn-Sham gap = 0.2325 Ha

Geometry as XYZ:
```
112
Properties=species:S:1:pos:R:3:forces:R:3:mulliken_charge:R:1
La 0.979 -2.255 -1.953 -0.15 0.46 -0.59 1.96
C -0.346 -5.056 1.729 -0.51 0.30 -0.82 -1.33
C 0.014 -3.703 1.120 1.10 -1.87 -2.50 0.41
O 0.460 -3.675 -0.091 -1.05 0.32 1.40 -0.31
N -0.014 -2.633 1.858 0.40 1.37 0.12 0.22
C 0.457 -1.248 1.483 -0.45 -2.25 -1.66 0.66
C 1.945 -1.110 1.322 0.43 -0.13 -0.10 0.62
C 2.581 -0.563 2.419 -0.93 0.87 1.42 -0.56
C 3.873 -0.100 2.304 -0.32 -1.15 -0.73 -0.50
C 4.517 -0.348 1.121 1.59 0.65 -1.03 -0.77
C 3.896 -1.003 0.070 -1.72 -0.69 0.59 -0.45
N 2.593 -1.418 0.158 -0.07 1.22 0.60 0.26
H 0.499 -5.723 1.584 0.11 -0.01 -0.02 0.34
H -1.230 -5.542 1.253 0.67 0.66 0.02 0.27
H -0.577 -4.982 2.772 -0.02 0.10 0.65 0.43
H -0.106 -2.875 2.819 -0.38 0.53 0.90 0.29
H 0.072 -0.576 2.184 -0.23 0.84 1.54 -0.20
H -0.100 -0.897 0.604 0.13 -0.46 -0.35 -1.11
H 1.992 -0.341 3.356 0.73 -0.41 -1.27 0.41
H 4.424 0.376 3.063 0.21 0.59 1.02 0.66
H 5.535 0.070 1.023 -0.59 -0.57 -0.26 0.38
H 4.347 -1.257 -0.873 0.52 0.19 -0.05 0.53
C -2.648 -2.872 -0.815 -0.80 -0.81 -0.60 -0.71
Si -2.631 -2.414 -2.661 -0.13 -0.98 0.53 -0.22
C -4.333 -1.870 -3.103 -1.43 0.17 -0.34 -1.29
C -2.156 -4.046 -3.453 1.02 -1.08 -1.47 -0.67
C -1.219 -1.316 -2.944 1.10 1.09 -0.27 1.80
C -0.671 -1.419 -4.326 1.97 -0.56 0.71 -0.55
C -1.355 -1.654 -5.500 -1.77 0.01 -1.25 -0.63
C -0.718 -1.652 -6.726 -0.45 0.11 0.90 -0.71
C 0.634 -1.483 -6.786 1.55 -0.60 -0.18 -0.89
C 1.354 -1.477 -5.619 -0.37 1.33 1.92 -0.66
N 0.718 -1.392 -4.394 -0.13 -0.42 -0.98 -0.14
Si -1.125 0.548 -2.538 0.08 -0.36 -1.15 0.32
C -1.994 1.153 -1.026 -0.88 -0.61 0.43 -0.95
C 0.701 1.165 -2.295 -1.32 2.18 -0.55 -1.35
C -1.769 1.382 -4.114 0.64 0.40 -0.26 -1.44
H -3.741 -2.745 -0.575 1.22 -0.29 0.55 0.43
H -1.976 -2.291 -0.205 -0.20 0.64 0.43 -0.04
H -2.300 -3.928 -0.687 -0.67 0.66 -0.09 0.07
H -5.165 -2.577 -3.213 0.61 -0.75 0.06 0.43
H -4.463 -1.295 -4.015 0.44 0.36 -0.15 0.39
H -4.759 -1.278 -2.303 0.22 0.68 0.35 0.45
H -1.016 -4.186 -3.457 -1.26 0.02 0.54 -0.36
H -2.359 -4.302 -4.523 -0.14 0.77 0.59 0.40
H -2.651 -4.882 -2.945 0.37 0.08 0.29 0.58
H -2.451 -1.754 -5.540 0.58 0.08 0.45 0.37
H -1.233 -1.750 -7.650 -0.72 -0.10 -0.45 0.56
H 1.115 -1.492 -7.746 0.33 0.14 -0.16 0.50
H 2.446 -1.337 -5.547 -0.64 -0.34 -0.34 0.60
H -1.931 0.546 -0.116 0.62 0.19 0.04 0.03
H -3.075 1.215 -1.121 -0.24 -0.02 -0.56 0.55
H -1.687 2.172 -0.859 0.36 0.39 0.43 0.38
H 0.374 2.275 -2.393 0.34 -1.30 0.41 0.32
H 1.119 1.174 -1.291 0.27 -0.29 0.14 0.54
H 1.448 1.207 -3.093 0.05 -0.80 0.15 0.36
H -2.722 1.099 -4.510 -0.68 -1.41 -0.05 0.44
H -1.041 1.246 -4.930 -0.13 -0.05 0.18 0.29
H -2.023 2.427 -4.144 0.72 0.99 0.75 0.47
C 0.914 3.760 5.989 -0.15 -0.74 1.82 -1.81
C 1.461 3.305 4.687 -0.56 -0.22 -2.04 1.85
C 1.986 1.889 4.800 0.06 0.40 -0.15 -1.86
C 2.613 4.166 4.194 1.32 -0.50 0.20 -1.94
Sb -0.084 3.086 2.951 0.04 0.34 0.77 0.76
C -1.964 2.408 3.951 -1.01 0.73 -0.87 1.65
C -3.038 2.407 2.833 -1.01 0.64 -1.29 -1.17
C -2.463 3.376 4.993 -0.54 1.13 -1.75 -1.83
C -1.930 1.039 4.546 -0.36 0.40 1.95 -1.55
C -0.476 5.265 2.559 -0.46 -0.66 -0.70 1.46
C -1.866 5.654 2.088 -1.31 -1.01 -1.35 -1.89
C -0.132 6.073 3.812 -0.34 0.49 -0.47 -1.52
C 0.481 5.586 1.346 -1.84 0.70 0.30 -1.44
H 1.692 3.679 6.763 0.26 0.09 -0.17 0.50
H 0.143 3.082 6.406 0.13 0.33 -0.49 0.38
H 0.571 4.773 6.065 -0.31 0.42 -0.31 0.25
H 2.682 1.885 5.614 0.35 -0.31 0.94 0.50
H 2.609 1.668 3.942 -0.22 -0.26 -0.44 0.13
H 1.191 1.166 4.953 0.03 -0.32 0.06 0.44
H 3.529 4.033 4.817 -0.46 -0.40 -0.17 0.43
H 2.468 5.201 4.288 -0.50 1.40 0.16 0.49
H 2.944 4.035 3.156 -0.27 -0.45 0.08 0.34
H -2.963 3.279 2.081 0.08 -1.36 1.12 0.08
H -4.089 2.508 3.238 1.11 -0.09 -0.03 0.33
H -3.081 1.454 2.258 0.37 0.57 0.17 0.24
H -2.590 4.358 4.521 -0.18 -0.07 0.19 0.20
H -1.785 3.519 5.753 1.49 0.21 1.92 0.30
H -3.413 3.091 5.412 -0.48 -0.33 0.12 0.59
H -1.721 0.320 3.809 0.33 -1.31 -0.90 0.20
H -2.926 0.828 5.020 0.67 -0.01 -0.54 0.40
H -1.209 0.978 5.377 -0.04 -0.13 -0.27 0.32
H -2.705 5.583 2.762 0.03 -0.40 0.85 0.36
H -2.252 5.075 1.182 0.86 0.74 0.87 0.27
H -1.908 6.706 1.834 0.42 0.39 -0.36 0.51
H -0.791 5.900 4.690 0.29 0.05 -0.79 0.15
H -0.164 7.138 3.528 -0.20 -0.12 0.25 0.55
H 0.881 5.883 4.091 0.37 0.02 0.36 0.22
H 0.167 5.097 0.358 0.50 0.40 1.58 0.17
H 1.460 5.296 1.684 0.79 0.24 -0.53 0.40
H 0.336 6.699 1.209 0.77 -1.03 -0.06 0.44
C 0.979 -5.570 -4.590 -0.56 -0.97 -1.87 -1.12
As 2.400 -4.558 -3.824 0.11 -0.04 0.49 0.22
C 3.600 -4.186 -5.298 -0.62 -1.44 -0.32 -1.22
C 3.435 -5.907 -2.896 0.36 -0.93 -0.32 -1.19
H 1.312 -6.408 -5.255 0.11 0.64 0.69 0.45
H 0.353 -4.954 -5.249 0.22 0.16 0.21 0.30
H 0.300 -5.998 -3.867 0.03 -0.06 0.48 0.41
H 3.123 -3.589 -6.055 -0.05 0.29 -0.22 0.37
H 3.917 -5.150 -5.733 -0.26 0.36 0.11 0.42
H 4.465 -3.735 -4.896 0.95 0.79 0.31 0.43
H 3.969 -6.657 -3.517 -0.57 0.62 -0.11 0.38
H 2.855 -6.484 -2.182 -0.26 0.19 0.10 0.36
H 4.204 -5.388 -2.366 0.53 0.35 0.55 0.42
```
Positions in Å, forces in eV/Å.